1.
Molecular formula: C15H10Co2NO7
Method: DFT, the ωB97M-V functional and the def2-TZVPD basis

- Energy relative to the best compared isomer or geometry (same formula, charge and spin): 50.15 kcal/mol
- E_HOMO: -0.4219 Eh
- E_LUMO: -6.97 eV
- HOMO-LUMO gap: 0.1657 Ha
- E: -106779.553 eV
- Charge: +1
- Spin multiplicity: 1

```
35
Properties=species:S:1:pos:R:3:forces:R:3
C 1.15031 0.92802 -0.99414 -0.45 0.09 0.69
Co -2.42706 -0.43753 -0.66807 -0.70 -2.75 -2.29
C -3.39758 0.88088 -1.39465 -2.03 2.60 -0.99
H -2.34466 0.29367 1.81699 0.87 -0.34 0.48
C -1.82485 -0.20679 0.99095 1.22 3.09 1.06
C -0.08215 -2.67535 0.20905 3.49 -0.87 -3.31
H 0.27168 3.45007 2.80999 0.30 -0.07 -0.12
C 1.82011 0.22702 -3.23314 -0.43 0.06 0.22
N 1.27820 2.21599 3.85159 0.17 0.13 -0.62
H 3.93017 0.35302 -3.68946 -0.20 0.06 0.25
C 2.51725 1.17713 -0.69149 0.20 0.16 -0.07
O 0.77517 -0.95445 3.30412 -2.19 -1.58 -1.87
C -2.02257 -1.44630 -2.12980 0.34 -1.98 -3.01
C -0.00099 -1.48040 2.61321 2.45 1.37 2.24
O 0.65045 -3.02356 -0.62052 -1.94 0.68 2.11
Co -1.16107 -2.06822 1.46112 -0.68 1.90 -2.12
O -4.06978 1.69572 -1.86010 1.76 -2.07 1.08
C -3.71615 -1.54194 -0.20439 -2.97 -2.22 0.97
C 0.82531 0.43491 -2.27615 -0.13 -0.62 -0.61
O 0.99816 2.85286 2.57403 -0.58 -0.02 0.30
O -4.56843 -2.26710 0.08137 1.98 1.73 -0.62
C 3.50358 0.95306 -1.64602 -0.22 0.07 0.47
H 1.19483 1.22002 3.65129 0.11 0.20 0.13
H 2.74880 1.50853 0.32410 0.14 -0.01 -0.40
H 1.53652 -0.17157 -4.20850 0.15 0.23 0.26
H 2.26916 2.41822 3.94838 0.00 -0.18 0.32
C -2.11637 -3.33013 2.23254 -3.51 -2.85 3.01
H -0.22663 0.21919 -2.50298 0.64 0.25 0.01
O -1.94711 -2.13396 -3.05597 -0.04 1.75 2.37
H 4.54969 1.10339 -1.38596 -0.26 0.05 -0.08
O -2.76584 -4.14882 2.73521 2.12 2.11 -1.62
C 0.13625 1.15237 0.01298 2.61 0.50 -0.57
H 0.37718 1.84857 0.82475 -0.05 0.02 -0.04
C -1.02135 0.44516 0.05295 -1.73 -1.35 2.10
C 3.15975 0.50831 -2.93325 -0.46 -0.14 0.29
```
Positions in Å, forces in eV/Å.

Let us look at the Löwdin charges, expressed in e, one per atom:
1. C -0.176
2. Co 0.064
3. C -0.053
4. H 0.127
5. C -0.210
6. C -0.117
7. H 0.090
8. C -0.026
9. N 0.009
10. H 0.127
11. C 0.019
12. O 0.145
13. C -0.091
14. C -0.106
15. O 0.146
16. Co 0.150
17. O 0.183
18. C -0.121
19. C 0.011
20. O -0.176
21. O 0.182
22. C -0.031
23. H 0.031
24. H 0.128
25. H 0.124
26. H 0.080
27. C -0.098
28. H 0.094
29. O 0.175
30. H 0.121
31. O 0.159
32. C 0.097
33. H 0.116
34. C -0.170
35. C -0.005

---

2.
Molecular formula: C6H9PS
Method: DFT, the ωB97M-V functional and the def2-TZVPD basis

- SMILES: C[PH]#C/C=C\C(C)=S
- Energy relative to the best compared isomer or geometry (same formula, charge and spin): 48.38 kcal/mol
- E_HOMO: -0.2948 Eh
- E_LUMO: -0.25 eV
- HOMO-LUMO gap: 0.2856 Ha
- E: -26488.423 eV
- Charge: 0
- Spin multiplicity: 1

```
17
Properties=species:S:1:pos:R:3:forces:R:3
C -1.65748 -0.00586 0.07163 1.95 -1.13 1.02
H 2.54075 2.09739 -0.05664 -1.33 2.54 2.47
P 2.75667 -0.30909 0.37277 1.44 0.42 -1.46
C 0.19551 -1.57134 -0.02745 0.98 -1.87 -0.31
C 2.81713 1.28953 -0.58808 1.79 -2.20 0.33
H 2.16967 1.27157 -1.38055 -1.64 -0.54 -2.10
H 0.67069 -2.62984 -0.19578 -1.20 1.92 0.23
S -0.48035 1.23639 0.43997 0.78 -2.69 -0.50
C -1.20594 -1.30855 -0.10020 -1.31 -0.18 -0.56
H -3.47614 0.57003 -0.66482 -1.58 1.98 -3.48
H 2.84060 0.19623 1.63040 0.09 0.47 1.18
C 1.09568 -0.64900 0.27604 -3.01 1.95 0.12
H -3.44201 0.91675 1.07540 0.83 -1.79 -1.95
H -1.95680 -2.13672 -0.34249 1.29 1.24 0.50
C -3.11330 0.18836 0.18004 1.08 2.62 4.23
H -3.52181 -0.74291 0.26346 -1.43 -2.36 0.69
H 3.76711 1.58708 -0.95369 1.27 -0.38 -0.41
```
Positions in Å, forces in eV/Å.

Let us look at the Löwdin charges, expressed in e, one per atom:
1. C -0.708
2. H -0.015
3. P 0.847
4. C -0.234
5. C -0.313
6. H 0.000
7. H 0.153
8. S 0.752
9. C -0.181
10. H 0.028
11. H -0.076
12. C -0.460
13. H 0.142
14. H 0.127
15. C -0.120
16. H 0.035
17. H 0.023

---

- E of number 2 (C6H9PS)?
  -26488.423 eV